i.
Below is C5H10O as an isolated structure, with properties calculated with the ωB97M-V functional and the def2-TZVPD basis.

The calculation puts the molar mass at 86.13 g mol⁻¹. For the frontier orbital gap, the calculation gives 9.30 eV. The highest occupied orbital energy is -8.459 eV.

CARTESIAN COORDINATES (ANGSTROEM)
C 2.42 -0.28 -0.15
C 1.19 0.42 -0.68
C -0.16 0.28 0.51
O 0.23 0.26 1.66
C -1.35 0.07 -0.16
C -2.63 -0.18 0.57
H 3.33 0.13 -0.61
H 2.48 -0.13 0.93
H 2.40 -1.36 -0.35
H 1.00 0.25 -1.75
H 1.26 1.51 -0.55
H 0.14 -0.51 -0.48
H -1.38 0.28 -1.23
H -3.22 0.74 0.68
H -3.26 -0.91 0.05
H -2.42 -0.56 1.58

Atomic partial charges in e from the natural (NBO) method, atoms 1 to 6: C -0.63; C -0.55; C 0.38; O -0.64; C -0.36; C -0.64



ii.
Below is an isolated molecule of C5H10O, with properties calculated with the ωB97M-V functional and the def2-TZVPD basis.

The calculation puts the molar mass at 86.13 g mol⁻¹. For the frontier orbital gap, the calculation gives 11.24 eV. Its SMILES is C[C@@H](O)C1CC1. The highest occupied orbital energy is -10.137 eV.

CARTESIAN COORDINATES (ANGSTROEM)
C -1.89 -0.28 0.10
C -0.66 0.33 -0.58
O -0.90 1.65 -1.04
C 0.54 0.28 0.33
C 1.24 -1.02 0.60
C 1.91 0.04 -0.24
H -2.12 0.25 1.04
H -1.71 -1.33 0.36
H -2.77 -0.22 -0.55
H -0.44 -0.25 -1.49
H -0.90 2.23 -0.26
H 0.48 0.97 1.18
H 1.63 -1.19 1.60
H 0.87 -1.91 0.10
H 1.97 -0.13 -1.31
H 2.76 0.57 0.17

Atomic partial charges in e from the natural (NBO) method, atoms 1 to 6: C -0.63; C 0.10; O -0.71; C -0.25; C -0.42; C -0.41



Quick one: least stable of them? i



i.
Below is C5H10O as an isolated structure, with properties calculated with the ωB97M-V functional and the def2-TZVPD basis.

The calculation puts the molar mass at 86.13 g mol⁻¹. For the frontier orbital gap, the calculation gives 9.90 eV. The highest occupied orbital energy is -9.327 eV.

CARTESIAN COORDINATES (ANGSTROEM)
C 1.55 -0.92 -0.18
C 0.46 -0.18 0.59
C 0.27 1.32 0.23
C -0.94 0.96 -0.67
C -0.92 -0.44 -0.04
O -1.33 -1.58 -0.59
H 1.39 -2.00 -0.10
H 1.54 -0.66 -1.24
H 2.54 -0.68 0.22
H 0.52 -0.41 1.65
H 0.00 1.93 1.09
H 1.12 1.79 -0.29
H -1.86 1.53 -0.57
H -0.69 0.85 -1.73
H -1.76 -0.34 1.11
H -1.90 -1.16 0.53

Atomic partial charges in e from the natural (NBO) method, atoms 1 to 6: C -0.61; C -0.28; C -0.40; C -0.47; C 0.34; O -0.79



ii.
Below is an isolated molecule of C5H10O, with properties calculated with the ωB97M-V functional and the def2-TZVPD basis.

The calculation puts the molar mass at 86.13 g mol⁻¹. For the frontier orbital gap, the calculation gives 9.42 eV. The highest occupied orbital energy is -8.491 eV.

CARTESIAN COORDINATES (ANGSTROEM)
C 1.81 0.15 0.04
C 0.32 0.52 0.09
C -0.40 0.29 -1.24
C -2.44 -0.54 0.09
O -1.78 0.01 1.08
C -0.38 -0.25 1.22
H 2.34 0.73 -0.72
H 2.30 0.34 1.00
H 1.94 -0.92 -0.20
H 0.24 1.58 0.35
H -0.21 1.10 -1.95
H -0.12 -0.66 -1.70
H -1.83 -1.43 -0.26
H -1.51 0.33 -1.15
H -0.08 0.09 2.21
H -0.21 -1.34 1.13

Atomic partial charges in e from the natural (NBO) method, atoms 1 to 6: C -0.60; C -0.25; C -0.59; C 0.08; O -0.48; C -0.08



Quick one: least stable of them? i



i.
Below is a 2-piece molecular cluster, C6H12O overall, with properties calculated with the ωB97M-V functional and the def2-TZVPD basis.

The calculation puts the molar mass at 100.16 g mol⁻¹. For the frontier orbital gap, the calculation gives 9.26 eV. The highest occupied orbital energy is -8.362 eV.

CARTESIAN COORDINATES (ANGSTROEM)
C 0.14 1.49 1.59
C -1.18 1.10 0.90
C -1.36 -0.39 0.81
C -1.64 -1.06 -0.30
C 0.98 -1.38 -1.68
C 1.62 0.00 -1.66
O 1.53 -2.08 -0.70
H 0.24 2.57 1.65
H 1.01 1.10 1.05
H 0.18 1.09 2.61
H -1.21 1.53 -0.11
H -2.02 1.54 1.46
H -1.21 -0.95 1.74
H -1.78 -0.54 -1.25
H -1.75 -2.14 -0.31
H 2.11 0.15 -2.64
H 2.34 0.20 -0.87
H 0.84 0.77 -1.60
H 1.16 -2.97 -0.72

Atomic partial charges in e from the natural (NBO) method, atoms 1 to 6: C -0.60; C -0.44; C -0.18; C -0.40; C 0.27; C -0.78



ii.
Below is an isolated molecule of C6H12O, with properties calculated with the ωB97M-V functional and the def2-TZVPD basis.

The calculation puts the molar mass at 100.16 g mol⁻¹. For the frontier orbital gap, the calculation gives 10.14 eV. Its SMILES is CCO[C@H]1C[C@H]1C. The highest occupied orbital energy is -8.969 eV.

CARTESIAN COORDINATES (ANGSTROEM)
C -1.79 0.36 1.96
C -1.69 0.60 0.47
O -0.30 0.48 0.27
C 0.47 0.80 -0.83
C 1.91 0.67 -0.46
C 1.28 -0.35 -1.37
C 0.93 -1.73 -0.85
H -1.26 1.16 2.50
H -1.28 -0.57 2.20
H -2.82 0.30 2.32
H -2.06 1.60 0.18
H -2.28 -0.15 -0.08
H 0.14 1.62 -1.47
H 2.08 0.37 0.57
H 2.63 1.38 -0.85
H 1.59 -0.31 -2.41
H 0.17 -2.20 -1.49
H 1.79 -2.39 -0.78
H 0.49 -1.63 0.15

Atomic partial charges in e from the natural (NBO) method, atoms 1 to 6: C -0.61; C -0.05; O -0.56; C 0.09; C -0.44; C -0.25



Quick one: least stable of them? i



i.
Below is a 4-piece molecular cluster, C2H11NO3 overall, with properties calculated with the ωB97M-V functional and the def2-TZVPD basis.

The calculation puts the molar mass at 97.11 g mol⁻¹. For the frontier orbital gap (alpha / beta), the calculation gives 2.58 / 8.54 eV. The expectation value of S² is 0.750. Its multiplicity is 2. The charge is -1. The highest occupied orbital energy (alpha / beta) is 1.192 / -4.871 eV.

CARTESIAN COORDINATES (ANGSTROEM)
C 0.42 1.26 1.99
C 0.99 0.06 1.78
N 0.49 -1.02 1.13
H -0.64 1.32 2.05
H 0.82 2.18 2.34
H 1.92 0.02 2.24
H -0.50 -1.24 1.07
H 1.12 -1.82 1.31
H 1.54 1.70 -3.59
H 1.77 1.40 -2.15
O 1.11 1.61 -2.77
H -1.76 0.74 -1.42
H -0.98 0.72 -0.24
O -1.49 0.10 -0.81
H -1.54 -1.59 -1.10
H -2.02 -3.00 -0.83
O -1.26 -2.47 -1.01

Atomic partial charges in e from the natural (NBO) method, atoms 1 to 6: C -0.69; C -0.09; N -0.81; H 0.17; H 0.20; H 0.18



ii.
Below is a 4-piece molecular cluster, C2H11NO3 overall, with properties calculated with the ωB97M-V functional and the def2-TZVPD basis.

The calculation puts the molar mass at 97.11 g mol⁻¹. For the frontier orbital gap (alpha / beta), the calculation gives 3.02 / 9.35 eV. The expectation value of S² is 0.751. Its multiplicity is 2. The charge is -1. The highest occupied orbital energy (alpha / beta) is 0.629 / -5.817 eV.

CARTESIAN COORDINATES (ANGSTROEM)
C 2.40 -0.28 0.50
C 0.05 -0.53 0.16
N 1.25 -0.92 -0.02
H 2.82 -0.95 1.26
H 2.32 0.77 0.83
H 3.19 -0.11 -0.25
H -0.81 -0.98 -0.32
H -0.23 0.45 0.57
H 1.01 0.11 -3.76
H 1.63 -0.46 -2.43
O 1.77 0.03 -3.24
H -2.30 -1.75 1.18
H -3.80 -1.52 1.46
O -2.96 -1.04 1.33
H -1.82 2.02 1.54
H -2.59 2.42 0.29
O -1.93 2.75 0.91

Atomic partial charges in e from the natural (NBO) method, atoms 1 to 6: C -0.44; C -0.22; N -0.51; H 0.19; H 0.16; H 0.19



Quick one: least stable of them? i